Molecular formula: C4H5NO
Method: DFT, ωB97M-V/def2-TZVPD

Relative energy (zero: lowest compared OMol25 entry of this formula, charge and spin): 100.5 kcal per mole
Electronic energy: -7762.1688 eV
LUMO level (alpha / beta): -0.07 / -0.07 eV
Gap between HOMO and LUMO (alpha / beta): 8.94 / 8.94 eV
SMILES: C#C[C@@H](C)N=O

Geometry as ORCA input:
```
! wB97M-V def2-TZVPD RIJCOSX def2/J DEFGRID3
* xyz 0 1
C -1.9750 1.2346 -0.3228
C -1.0083 0.6033 -0.0077
C 0.7649 -0.9395 -0.7593
C 0.1251 -0.1878 0.3919
N 1.2127 0.8251 1.0158
O 1.1423 0.9713 2.1945
H -2.8485 1.7377 -0.6059
H 0.8303 -0.3080 -1.6408
H 0.1551 -1.8100 -0.9945
H 1.7628 -1.2748 -0.4878
H -0.1613 -0.8517 1.2167
*
```